DFT (ωB97M-V/def2-TZVPD) results for C9H9NO3 in the gas phase in a non-equilibrium geometry.

Positions of all 22 atoms, in Å:
C (-0.05, -3.75, -1.22)
C (-0.88, -2.69, -1.20)
O (-2.28, -2.94, -1.41)
N (-2.77, -1.99, -2.36)
O (-3.94, -1.95, -2.49)
O (-1.90, -1.35, -2.84)
C (-0.56, -1.32, -0.60)
C (0.66, -0.67, -0.90)
C (0.87, 0.52, -0.22)
C (-0.10, 1.14, 0.51)
C (0.28, 2.61, 0.95)
C (-1.24, 0.47, 0.81)
C (-1.58, -0.72, 0.17)
H (-0.43, -4.81, -1.48)
H (0.92, -3.73, -0.78)
H (1.47, -1.22, -1.42)
H (1.71, 1.24, -0.45)
H (1.15, 2.40, 1.47)
H (0.43, 3.37, 0.22)
H (-0.44, 2.97, 1.65)
H (-2.09, 0.95, 1.47)
H (-2.49, -1.30, 0.35)

The SMILES is C=C(O[N+](=O)[O-])c1ccc(C)cc1. The energy is -628.62985 Ha. The calculation puts the max |F| at 4.28 eV/Å. Its molar mass is 179.18 Da. For the orbital gap, the calculation gives 0.349 hartree. The calculation puts the HOMO energy at -9.0 eV.

DFT (ωB97M-V/def2-TZVPD) results for a molecular structure, C36H38MnN4O4P in a non-equilibrium geometry.

Positions of all 84 atoms, in Å:
Mn (-0.48, -0.52, 0.01)
C (3.03, -2.35, 2.24)
C (1.60, -2.28, 1.79)
O (1.27, -1.45, 0.93)
N (0.72, -3.10, 2.37)
C (-0.68, -3.09, 2.00)
C (-1.38, -1.92, 2.63)
C (-2.08, -2.06, 3.82)
C (-2.68, -0.96, 4.41)
C (-2.55, 0.27, 3.79)
C (-1.84, 0.34, 2.61)
N (-1.28, -0.72, 2.02)
H (3.67, -2.46, 1.36)
H (3.22, -3.17, 2.93)
H (3.29, -1.40, 2.72)
H (1.04, -3.72, 3.09)
H (-1.13, -4.02, 2.32)
H (-0.77, -3.05, 0.92)
H (-2.15, -3.04, 4.28)
H (-3.23, -1.07, 5.33)
H (-3.00, 1.16, 4.21)
H (-1.70, 1.29, 2.11)
C (-3.69, -1.89, -0.03)
C (-4.01, -0.58, -0.76)
C (-3.70, -0.64, -2.25)
C (-3.40, 0.65, -0.09)
C (-4.07, 1.93, -0.60)
O (-2.99, 2.73, -1.10)
C (-1.84, 2.08, -0.89)
N (-1.93, 0.92, -0.33)
C (-0.67, 2.90, -1.34)
C (-0.99, 4.09, -1.99)
C (-0.01, 4.94, -2.47)
C (1.32, 4.61, -2.31)
C (1.65, 3.43, -1.66)
C (0.68, 2.57, -1.16)
P (1.24, 1.11, -0.23)
C (2.66, 0.48, -1.18)
C (3.73, -0.10, -0.51)
C (4.80, -0.63, -1.21)
C (4.81, -0.59, -2.60)
C (3.74, -0.02, -3.28)
C (2.67, 0.51, -2.58)
C (2.01, 1.81, 1.28)
C (1.42, 1.51, 2.50)
C (1.95, 2.01, 3.69)
C (3.09, 2.80, 3.65)
C (3.70, 3.09, 2.44)
C (3.16, 2.59, 1.26)
H (-4.17, -2.73, -0.54)
H (-4.05, -1.86, 1.00)
H (-2.63, -2.11, -0.02)
H (-5.09, -0.42, -0.64)
H (-2.63, -0.63, -2.43)
H (-4.13, 0.21, -2.80)
H (-4.12, -1.55, -2.69)
H (-3.54, 0.56, 0.98)
H (-4.57, 2.50, 0.18)
H (-4.76, 1.75, -1.41)
H (-2.03, 4.35, -2.13)
H (-0.30, 5.86, -2.96)
H (2.10, 5.25, -2.69)
H (2.70, 3.16, -1.57)
H (3.73, -0.13, 0.57)
H (5.64, -1.07, -0.68)
H (5.65, -0.99, -3.15)
H (3.74, 0.02, -4.36)
H (1.83, 0.94, -3.11)
H (0.55, 0.88, 2.53)
H (1.48, 1.77, 4.63)
H (3.51, 3.19, 4.57)
H (4.59, 3.69, 2.40)
H (3.66, 2.81, 0.32)
O (-0.11, -0.23, -2.27)
C (-0.28, -1.46, -2.38)
C (-0.26, -2.31, -3.63)
C (-0.62, -3.70, -3.08)
C (-0.81, -3.48, -1.58)
O (-1.14, -4.32, -0.78)
N (-0.56, -2.15, -1.28)
H (0.73, -2.27, -4.08)
H (-0.97, -1.92, -4.35)
H (0.16, -4.44, -3.23)
H (-1.54, -4.11, -3.51)

As for the expectation value of S²: 1.026. Its total charge is +1. The energy is -3406.88211 Ha. The calculation puts the max |F| at 1.14 eV/Å. Its spin multiplicity is 2. Its molar mass is 676.64 Da. For the orbital gap (alpha / beta), the calculation gives 0.305 / 0.304 hartree. The calculation puts the HOMO energy (alpha / beta) at -10.6 / -10.7 eV.

DFT (ωB97M-V/def2-TZVPD) results for 2 unconnected molecules or ions with the total composition C4H7N2OP in a non-equilibrium geometry.

Positions of all 15 atoms, in Å:
C (-0.77, -1.05, -0.85)
C (0.09, -2.06, -1.35)
C (-0.60, 0.01, -1.68)
C (0.79, -1.46, -2.35)
N (-0.72, 2.39, 2.20)
N (1.06, 0.75, 2.75)
O (0.35, -0.27, -2.61)
P (0.00, 1.02, 1.67)
H (-1.22, -1.08, 0.05)
H (0.22, -3.00, -1.01)
H (-0.89, 1.00, -1.66)
H (-0.28, 2.56, 3.12)
H (-1.51, 2.82, 1.91)
H (1.92, 0.19, 2.73)
H (1.57, -1.82, -2.90)

As for the expectation value of S²: 2.011. The energy is -682.54500 Ha. The calculation puts the max |F| at 4.73 eV/Å. Its spin multiplicity is 3. Its molar mass is 130.09 Da. For the orbital gap (alpha / beta), the calculation gives 0.251 / 0.238 hartree. The calculation puts the HOMO energy (alpha / beta) at -5.7 / -8.7 eV.

DFT (ωB97M-V/def2-TZVPD) results for C5H8N2 in the gas phase.

Positions of all 15 atoms, in Å:
C (-2.38, 0.07, 0.29)
C (-1.25, 0.01, -0.73)
N (0.04, -0.12, -0.08)
C (2.11, -1.10, 0.89)
C (2.98, -0.37, 0.31)
N (2.20, 0.77, 0.13)
C (0.92, 0.78, -0.32)
H (-3.36, 0.11, -0.20)
H (-2.35, -0.81, 0.94)
H (-2.27, 0.96, 0.93)
H (-1.30, 0.90, -1.39)
H (-1.40, -0.86, -1.38)
H (1.33, -1.62, 1.41)
H (4.04, -0.41, 0.07)
H (0.69, 1.70, -0.88)

The energy is -304.64637 Ha. The calculation puts the max |F| at 0.40 eV/Å. Its molar mass is 96.13 Da. For the orbital gap (alpha / beta), the calculation gives 0.296 / 0.296 hartree. The calculation puts the HOMO energy (alpha / beta) at -8.3 / -8.3 eV.

DFT (ωB97M-V/def2-TZVPD) results for 2 unconnected molecules or ions with the total composition CHF3OS2 in a non-equilibrium geometry.

Positions of all 8 atoms, in Å:
C (3.06, -0.35, -0.27)
O (0.11, -1.49, 2.16)
F (3.67, -1.48, -0.11)
F (3.30, 0.46, 0.72)
F (3.04, 0.29, -1.36)
S (-0.68, -1.68, -0.70)
S (0.37, -0.98, 0.83)
H (-0.04, 0.48, 1.04)

The energy is -1209.75356 Ha. The calculation puts the max |F| at 4.12 eV/Å. Its molar mass is 150.15 Da. For the orbital gap (alpha / beta), the calculation gives 0.235 / 0.336 hartree. The calculation puts the HOMO energy (alpha / beta) at -9.1 / -9.5 eV.

DFT (ωB97M-V/def2-TZVPD) results for a molecular structure, C4H10NO3 in a non-equilibrium geometry.

Positions of all 18 atoms, in Å:
O (-1.89, -2.90, 0.77)
C (-1.62, -1.93, -0.01)
C (-0.75, -0.89, 0.44)
C (-0.19, 0.10, -0.58)
C (-0.07, 1.55, -0.05)
O (0.68, 2.34, -0.88)
N (-0.17, -1.01, 1.76)
H (-1.51, -2.25, -1.08)
H (-2.12, -0.80, 0.40)
H (-0.86, 0.06, -1.46)
H (0.74, -0.37, -0.95)
H (-1.08, 1.89, 0.12)
H (0.34, 1.57, 0.97)
H (-0.66, -1.89, 2.01)
H (0.73, -1.40, 1.46)
H (3.32, 2.03, -1.57)
H (2.01, 2.02, -0.71)
O (3.10, 1.88, -0.65)

Its total charge is -1. The energy is -438.79913 Ha. The calculation puts the max |F| at 4.71 eV/Å. Its molar mass is 120.13 Da. For the orbital gap, the calculation gives 0.269 hartree. The calculation puts the HOMO energy at -3.8 eV.

Which formula does entry 1 have? C9H9NO3

Number 3 is which compound? C4H7N2OP

Which of these has the lowest molar mass? C5H8N2

What is the formula in the fourth record? C5H8N2